No. 1
# C2H2OS

C2H2OS as an isolated structure in a non-equilibrium geometry (wB97M-V/def2-TZVPD, the Open Molecules 2025 dataset).

Properties
⟨S²⟩: 2.0148
Kohn-Sham gap (spin up / spin down) (eV): 6.88 / 8.28
Multiplicity: 3
Relative energy (zero: lowest compared OMol25 entry of this formula, charge and spin) (kJ/mol): 224.9

Positions of all 6 atoms, in Å:
1 C -1.722 0.170 0.068
2 C -0.371 -0.408 -0.047
3 O -0.351 -1.702 0.067
4 S -3.265 0.119 -0.062
5 H -0.195 -0.020 -1.317
6 H 0.326 0.133 0.445

Cartesian forces, eV/Å:
-0.228 1.323 -0.085
-3.517 0.419 -4.211
0.945 -1.808 -0.225
0.183 -0.371 0.070
-0.098 -1.186 2.813
2.716 1.622 1.637

Mulliken atomic charge list, values in e, 2 entries: number 1, C, carries -0.04; number 2, C, carries 0.02

---

No. 2
# C24H19F3N2O4S3

A 2-piece molecular cluster, C24H19F3N2O4S3 overall in a non-equilibrium geometry (wB97M-V/def2-TZVPD, the Open Molecules 2025 dataset).

Properties
Kohn-Sham gap (eV): 6.06

Positions of all 55 atoms, in Å:
1 C 0.930 -2.986 -2.540
2 O 0.100 -2.107 -1.757
3 C -0.435 -2.598 -0.548
4 C 0.651 -2.892 0.510
5 C 0.330 -3.714 1.599
6 C 1.304 -4.033 2.550
7 C 2.608 -3.544 2.397
8 C 2.924 -2.728 1.310
9 C 1.940 -2.385 0.377
10 C -1.499 -1.566 -0.245
11 N -1.551 -0.714 0.800
12 C -0.662 -0.711 1.971
13 C -2.585 0.252 0.677
14 C -3.182 0.189 -0.576
15 C -4.194 1.081 -0.938
16 C -4.594 2.044 -0.002
17 C -3.996 2.106 1.263
18 C -2.983 1.206 1.622
19 S -2.459 -1.061 -1.563
20 H 1.471 -2.319 -3.224
21 H 1.636 -3.551 -1.913
22 H 0.311 -3.687 -3.117
23 H -0.690 -4.096 1.717
24 H 1.033 -4.656 3.404
25 H 3.375 -3.801 3.131
26 H 3.936 -2.343 1.170
27 H 2.173 -1.746 -0.477
28 H -0.926 0.157 2.572
29 H -0.803 -1.616 2.568
30 H 0.386 -0.626 1.664
31 H -4.631 0.995 -1.930
32 H -5.381 2.750 -0.267
33 H -4.317 2.862 1.980
34 H -2.521 1.241 2.606
35 F -3.814 -3.660 -0.530
36 C -2.966 -4.334 -1.377
37 F -3.408 -5.602 -1.447
38 F -3.061 -3.795 -2.628
39 S -1.241 -4.183 -0.726
40 N -1.005 -6.477 -1.438
41 C -1.464 -7.585 -0.748
42 O -2.114 -7.572 0.299
43 C -1.011 -8.747 -1.567
44 C 0.010 -8.387 -2.426
45 C 0.649 -9.295 -3.262
46 C 0.205 -10.625 -3.218
47 C -0.854 -10.996 -2.367
48 C -1.464 -10.061 -1.530
49 S 0.328 -6.640 -2.347
50 O 0.159 -6.054 -3.645
51 O 1.551 -6.363 -1.619
52 H 1.456 -8.956 -3.903
53 H 0.676 -11.372 -3.856
54 H -1.204 -12.021 -2.366
55 H -2.278 -10.298 -0.851

Forces on atoms 1 to 6 (eV/Å):
-0.061 -0.269 -0.202
0.262 0.174 0.152
-0.725 2.300 -0.169
-0.630 -0.328 0.210
0.271 -0.013 0.365
0.042 0.317 -0.253

Mulliken atomic charge list, values in e, 2 entries: number 1, C, carries -0.88; number 2, O, carries -0.61

---

No. 3
# C2H4INO2

A 2-piece molecular cluster, C2H4INO2 overall in a non-equilibrium geometry (wB97M-V/def2-TZVPD, the Open Molecules 2025 dataset).

Properties
Kohn-Sham gap (spin up / spin down) (eV): 6.74 / 6.40
Relative energy (zero: lowest compared OMol25 entry of this formula, charge and spin) (kJ/mol): 78.3

Positions of all 10 atoms, in Å:
1 C -0.261 0.891 -0.051
2 C -0.090 -0.506 0.267
3 N -0.643 -1.209 -0.742
4 O -0.099 1.869 0.884
5 O -0.450 1.206 -1.244
6 I 2.928 -0.193 0.101
7 H -0.087 -0.771 1.303
8 H -0.140 1.472 1.750
9 H -0.702 -0.541 -1.518
10 H -0.457 -2.218 -0.750

Forces on atoms 1 to 6 (eV/Å):
0.958 4.221 -2.958
-0.486 -0.921 -0.794
1.553 -0.628 2.228
-0.695 -1.157 -1.282
0.040 -0.439 3.007
-1.489 -0.200 0.167

Mulliken atomic charge list, values in e, 2 entries: number 1, C, carries 0.88; number 2, C, carries -0.52

---

No. 4
# CH8N2S2

A 2-piece molecular cluster, CH8N2S2 overall in a non-equilibrium geometry (wB97M-V/def2-TZVPD, the Open Molecules 2025 dataset).

Properties
SMILES: NCN.SS
Kohn-Sham gap (eV): 9.10
Relative energy (zero: lowest compared OMol25 entry of this formula, charge and spin) (kJ/mol): 102.4

Positions of all 13 atoms, in Å:
1 N 2.368 -0.877 -0.473
2 C 1.040 -0.340 -0.125
3 N 0.537 -0.867 1.178
4 H 3.157 -0.385 -0.887
5 H 2.165 -1.313 -1.401
6 H 0.232 -0.615 -0.836
7 H 1.138 0.740 -0.098
8 H 0.884 -1.827 1.195
9 H 1.185 -0.452 1.849
10 S -2.182 2.074 0.095
11 S -4.255 1.949 0.360
12 H -1.895 0.786 -0.166
13 H -4.373 1.126 -0.691

Forces on atoms 1 to 6 (eV/Å):
-0.665 -2.271 -2.856
-0.208 0.428 0.548
1.529 0.569 -0.508
-0.311 1.650 1.200
0.093 -0.741 1.153
0.911 0.149 -0.062

Mulliken atomic charge list, values in e, 2 entries: number 1, N, carries -0.67; number 2, C, carries -0.34

---

No. 5
# C15H19AlFN3O2SSe

C15H19AlFN3O2SSe as an isolated structure (wB97M-V/def2-TZVPD, the Open Molecules 2025 dataset).

Properties
Kohn-Sham gap (eV): 8.00

Positions of all 43 atoms, in Å:
1 Al -0.598 -1.163 -1.998
2 C 3.280 -1.051 -2.178
3 S 2.249 -1.383 -3.618
4 C 2.570 0.155 -4.501
5 O 0.846 -1.203 -3.085
6 H 2.876 -0.171 -1.679
7 H 4.308 -0.888 -2.498
8 H 3.217 -1.918 -1.523
9 H 2.255 0.994 -3.884
10 H 2.001 0.138 -5.428
11 H 3.638 0.208 -4.711
12 C -1.014 1.046 4.564
13 C -0.801 0.112 3.405
14 C 0.466 -0.318 3.048
15 C 0.679 -1.150 1.956
16 C 2.082 -1.570 1.612
17 C -0.421 -1.563 1.201
18 Se -0.151 -2.724 -0.337
19 C -1.717 -1.179 1.560
20 C -2.929 -1.645 0.801
21 C -1.879 -0.340 2.656
22 H -0.070 1.449 4.924
23 H -1.507 0.532 5.392
24 H -1.654 1.879 4.267
25 H 1.327 0.019 3.616
26 H 2.780 -1.245 2.382
27 H 2.383 -1.122 0.663
28 H 2.145 -2.654 1.511
29 H -2.904 -1.308 -0.238
30 H -3.839 -1.267 1.265
31 H -2.974 -2.734 0.779
32 H -2.882 -0.027 2.928
33 N -2.350 1.740 -2.027
34 C -1.222 1.589 -1.303
35 O -0.613 0.454 -1.406
36 C -0.717 2.610 -0.517
37 C -1.419 3.836 -0.447
38 N -2.038 4.810 -0.444
39 C 0.525 2.483 0.152
40 N 1.552 2.406 0.669
41 H -2.920 2.562 -1.916
42 H -2.724 0.933 -2.499
43 F -1.837 -1.331 -3.114

Forces on atoms 1 to 6 (eV/Å):
-0.050 -0.322 -0.203
-0.128 -0.114 -0.163
0.455 0.537 0.391
-0.145 -0.184 0.094
-0.077 -0.004 -0.499
0.006 0.040 0.000

Mulliken atomic charge list, values in e, 2 entries: number 1, Al, carries 0.34; number 2, C, carries -0.81

---

No. 6
# C8H7NO2Si

An isolated molecule of C8H7NO2Si in a non-equilibrium geometry (wB97M-V/def2-TZVPD, the Open Molecules 2025 dataset).

Properties
SMILES: O=C1NC(=O)c2c([SiH3])cccc21
Kohn-Sham gap (eV): 9.41

Positions of all 19 atoms, in Å:
1 O 0.633 -3.409 -1.072
2 C 0.617 -2.197 -1.032
3 N 1.479 -1.322 -1.747
4 C 1.267 0.011 -1.416
5 O 1.826 0.900 -2.007
6 C 0.208 -0.058 -0.375
7 C -0.344 1.027 0.519
8 Si 0.303 2.758 0.148
9 C -1.158 0.622 1.528
10 C -1.553 -0.719 1.672
11 C -1.073 -1.715 0.902
12 C -0.223 -1.345 -0.121
13 H 1.935 -1.556 -2.635
14 H -0.584 3.631 0.911
15 H -0.199 2.852 -1.160
16 H 1.752 2.994 0.147
17 H -1.393 1.364 2.167
18 H -2.206 -1.149 2.481
19 H -1.288 -2.689 1.091

Forces on atoms 1 to 6 (eV/Å):
-0.001 1.026 -0.360
0.359 -1.280 0.073
-0.442 -0.886 -0.138
-0.281 -1.080 -1.092
-0.284 0.622 0.766
-2.313 2.624 3.288

Mulliken atomic charge list, values in e, 2 entries: number 1, O, carries -0.57; number 2, C, carries 0.07

---

No. 7
# C21H28NO3

An isolated ion of composition C21H28NO3 and charge +1 (wB97M-V/def2-TZVPD, the Open Molecules 2025 dataset).

Properties
SMILES: CC[NH+](CC)CCCOC(=O)C(O)(c1ccccc1)c1ccccc1
Charge: +1
Kohn-Sham gap (eV): 9.70
Relative energy (zero: lowest compared OMol25 entry of this formula, charge and spin) (kJ/mol): 0.8

Positions of all 53 atoms, in Å:
1 C -2.668 -1.334 -2.692
2 C -3.623 -1.432 -1.512
3 N -3.396 -0.350 -0.517
4 C -3.862 0.963 -1.029
5 C -3.303 2.126 -0.229
6 C -3.955 -0.669 0.826
7 C -2.910 -0.574 1.937
8 C -1.772 -1.608 1.812
9 O -0.482 -1.003 1.848
10 C -0.074 -0.330 0.799
11 O -0.759 -0.153 -0.201
12 C 1.366 0.127 0.899
13 O 1.705 0.172 2.264
14 C 2.073 -1.001 0.141
15 C 1.934 -1.108 -1.238
16 C 2.566 -2.132 -1.919
17 C 3.330 -3.059 -1.229
18 C 3.452 -2.965 0.147
19 C 2.818 -1.944 0.834
20 C 1.549 1.496 0.264
21 C 0.627 2.494 0.553
22 C 0.789 3.769 0.041
23 C 1.886 4.061 -0.752
24 C 2.825 3.079 -1.016
25 C 2.662 1.801 -0.508
26 H -2.905 -0.506 -3.352
27 H -2.733 -2.247 -3.277
28 H -1.643 -1.224 -2.344
29 H -3.459 -2.389 -1.012
30 H -4.663 -1.392 -1.844
31 H -2.337 -0.270 -0.405
32 H -3.522 1.057 -2.060
33 H -4.955 0.970 -1.023
34 H -3.604 3.057 -0.701
35 H -2.216 2.092 -0.223
36 H -3.674 2.140 0.793
37 H -4.372 -1.678 0.811
38 H -4.774 0.019 1.043
39 H -3.421 -0.710 2.889
40 H -2.468 0.423 1.955
41 H -1.765 -2.293 2.659
42 H -1.860 -2.190 0.887
43 H 2.617 0.476 2.346
44 H 1.336 -0.384 -1.773
45 H 2.463 -2.205 -2.991
46 H 3.825 -3.855 -1.762
47 H 4.040 -3.688 0.691
48 H 2.898 -1.879 1.909
49 H -0.209 2.274 1.203
50 H 0.064 4.536 0.269
51 H 2.014 5.055 -1.152
52 H 3.692 3.306 -1.617
53 H 3.404 1.044 -0.713

Forces on atoms 1 to 6 (eV/Å):
-0.078 0.094 0.087
0.037 -0.482 -0.521
0.545 -0.015 -0.040
-0.107 0.685 -0.164
-0.033 -0.145 -0.040
-0.169 -0.047 0.742

Mulliken atomic charge list, values in e, 2 entries: number 1, C, carries -1.15; number 2, C, carries -0.46

---

No. 8
# C3H12N2O

C3H12N2O as an isolated structure in a non-equilibrium geometry (wB97M-V/def2-TZVPD, the Open Molecules 2025 dataset).

Properties
Kohn-Sham gap (eV): 4.11
Relative energy (zero: lowest compared OMol25 entry of this formula, charge and spin) (kJ/mol): 734.8

Positions of all 18 atoms, in Å:
1 N 2.723 -0.557 -0.592
2 C 0.655 0.082 0.793
3 C 0.270 1.504 0.454
4 C -0.256 -1.044 0.269
5 N -0.925 -0.841 -1.007
6 H 3.216 0.308 -0.500
7 H 1.098 -0.170 1.797
8 H 1.635 -0.009 -0.033
9 H -0.651 1.845 0.982
10 H -0.044 1.425 -0.590
11 H 1.071 2.239 0.542
12 H 0.280 -1.987 0.266
13 H -1.035 -1.183 1.025
14 H -1.686 -0.165 -0.757
15 H -0.273 -0.418 -1.680
16 H 2.860 -1.168 -1.380
17 H -3.224 0.481 -0.237
18 O -2.469 0.687 0.344

Forces on atoms 1 to 6 (eV/Å):
-1.521 1.431 3.607
-3.576 -0.413 2.168
0.573 -0.611 -0.807
0.557 0.751 -0.822
1.294 -0.637 0.343
0.717 0.212 -0.759

Mulliken atomic charge list, values in e, 2 entries: number 1, N, carries -0.62; number 2, C, carries 0.37